Record 1
{
  "formula": "C28H22CsN4OS4",
  "method": "ωB97M-V with the def2-TZVPD basis set",
  "symbols": ["Cs", "S", "N", "C", "C", "C", "C", "C", "N", "C", "C", "N", "C", "C", "C", "C", "C", "N", "H", "H", "H", "H", "H", "H", "C", "C", "S", "C", "C", "S", "H", "H", "H", "H", "H", "H", "O", "S", "C", "C", "C", "C", "C", "C", "C", "C", "C", "C", "C", "C", "H", "H", "H", "H", "H", "H", "H", "H", "H", "H"],
  "xyz": [[-1.66, 1.41, -1.37], [4.67, 1.71, 4.50], [4.76, 1.83, 2.85], [3.52, 1.61, 2.41], [3.11, 1.60, 1.03], [4.02, 1.85, -0.02], [3.60, 1.78, -1.32], [2.26, 1.44, -1.56], [1.37, 1.22, -0.62], [1.76, 1.31, 0.68], [0.79, 1.09, 1.71], [-0.51, 0.86, 1.36], [-1.40, 0.67, 2.31], [-1.09, 0.68, 3.69], [0.20, 0.89, 4.06], [1.19, 1.12, 3.08], [2.56, 1.36, 3.44], [3.06, 1.38, 4.67], [5.04, 2.10, 0.24], [4.27, 1.97, -2.15], [1.90, 1.33, -2.59], [-2.43, 0.51, 1.98], [-1.88, 0.52, 4.42], [0.50, 0.91, 5.10], [-3.83, 4.01, 0.32], [-3.96, 3.52, -1.11], [-4.87, 2.10, -1.37], [-3.30, 4.22, -2.15], [-3.49, 3.83, -3.60], [-2.26, 5.51, -1.83], [-4.37, 3.35, 0.98], [-4.23, 5.02, 0.40], [-2.78, 4.07, 0.62], [-4.27, 3.08, -3.72], [-2.56, 3.45, -4.02], [-3.75, 4.72, -4.17], [-1.37, -1.01, -2.01], [-1.15, -1.69, -0.69], [-1.39, -3.44, -1.01], [-1.37, -3.89, -2.32], [-1.52, -5.25, -2.55], [-1.70, -6.13, -1.49], [-1.74, -5.66, -0.19], [-1.60, -4.30, 0.06], [0.61, -1.83, -0.40], [1.07, -1.79, 0.90], [2.43, -1.83, 1.15], [3.32, -1.91, 0.08], [2.84, -1.95, -1.23], [1.48, -1.91, -1.48], [-1.25, -3.18, -3.13], [-1.50, -5.63, -3.57], [-1.82, -7.19, -1.68], [-1.90, -6.34, 0.64], [-1.63, -3.91, 1.07], [0.36, -1.66, 1.73], [2.81, -1.75, 2.16], [4.39, -1.90, 0.27], [3.54, -1.99, -2.06], [1.09, -1.89, -2.49]],
  "orbital_gap_ev": [5.7, 4.0],
  "homo_ha": [-0.1443, -0.0813],
  "charge": -1
}

Record 2
{
  "formula": "C23H31AsGdN9OPS2",
  "method": "ωB97M-V with the def2-TZVPD basis set",
  "symbols": ["Gd", "N", "C", "S", "N", "N", "C", "C", "C", "C", "C", "C", "C", "O", "H", "H", "H", "H", "H", "H", "H", "C", "N", "C", "C", "N", "C", "P", "C", "N", "C", "C", "N", "C", "C", "N", "C", "C", "N", "C", "H", "H", "H", "H", "H", "H", "H", "H", "H", "H", "H", "H", "H", "H", "H", "C", "As", "C", "C", "S", "H", "H", "H", "H", "H", "H", "H", "H", "H"],
  "xyz": [[-0.64, 0.44, 0.22], [-3.73, 2.10, 3.40], [-3.00, 1.83, 2.28], [-2.86, 0.14, 1.84], [-2.46, 2.87, 1.72], [-1.60, 2.62, 0.65], [-1.43, 3.64, -0.11], [-0.49, 3.77, -1.21], [-0.64, 4.88, -2.05], [0.25, 5.13, -3.08], [1.34, 4.27, -3.25], [1.52, 3.19, -2.42], [0.61, 2.90, -1.39], [0.78, 1.85, -0.62], [-4.39, 1.41, 3.71], [-3.95, 3.07, 3.56], [-2.05, 4.51, 0.11], [-1.47, 5.55, -1.88], [0.12, 5.98, -3.73], [2.05, 4.46, -4.04], [2.37, 2.53, -2.53], [1.91, -4.57, 2.60], [0.82, -3.72, 2.14], [-0.51, -4.00, 2.29], [-1.19, -2.95, 1.77], [-0.31, -2.01, 1.31], [0.90, -2.49, 1.55], [2.47, -1.62, 1.28], [2.22, -1.11, -0.45], [1.07, -1.01, -1.09], [1.38, -0.65, -2.37], [2.72, -0.53, -2.51], [3.26, -0.83, -1.28], [4.67, -0.76, -0.94], [2.11, -0.10, 2.21], [0.98, 0.60, 2.14], [1.10, 1.64, 3.01], [2.32, 1.57, 3.63], [2.95, 0.47, 3.11], [4.25, -0.01, 3.56], [1.68, -5.60, 2.34], [2.02, -4.48, 3.68], [2.83, -4.28, 2.11], [-0.84, -4.93, 2.75], [-2.26, -2.80, 1.74], [0.61, -0.48, -3.11], [3.35, -0.27, -3.34], [5.25, -0.95, -1.84], [4.91, -1.52, -0.20], [4.93, 0.23, -0.55], [0.32, 2.37, 3.13], [2.79, 2.19, 4.37], [4.83, 0.85, 3.89], [4.77, -0.49, 2.73], [4.14, -0.72, 4.38], [-4.98, -0.77, -3.41], [-3.43, -1.31, -2.43], [-2.60, -2.74, -3.40], [-4.06, -2.07, -0.79], [-2.11, 0.31, -2.21], [-5.57, -1.66, -3.68], [-4.66, -0.25, -4.31], [-5.57, -0.11, -2.79], [-3.28, -3.58, -3.49], [-1.70, -3.03, -2.85], [-2.31, -2.38, -4.38], [-4.93, -2.69, -1.01], [-4.32, -1.26, -0.11], [-3.27, -2.68, -0.37]],
  "orbital_gap_ev": [7.5, 4.9],
  "s2": 16.032,
  "spin_multiplicity": 8,
  "homo_ha": [-0.3471, -0.3449],
  "charge": 1
}

Record 3
{
  "formula": "C9H8N2O",
  "method": "ωB97M-V with the def2-TZVPD basis set",
  "symbols": ["C", "C", "C", "C", "C", "C", "C", "C", "C", "N", "N", "O", "H", "H", "H", "H", "H", "H", "H", "H"],
  "xyz": [[-1.40, -0.71, -1.45], [0.66, -1.62, -0.72], [1.85, 2.59, 0.22], [1.73, 1.23, 0.38], [0.60, 3.10, 0.04], [0.37, 1.01, 0.44], [-1.45, -2.54, 0.08], [-0.41, -0.21, 0.85], [-0.70, -1.32, -0.35], [-1.96, -0.31, -2.36], [1.76, -1.80, -0.88], [-0.29, 2.15, 0.29], [2.74, 3.21, 0.02], [2.57, 0.51, 0.25], [0.24, 4.03, -0.29], [-1.49, -3.41, -0.63], [-1.12, -3.06, 1.05], [-2.54, -2.28, 0.19], [0.15, -0.63, 1.59], [-1.31, 0.05, 1.28]],
  "orbital_gap_ev": 9.4,
  "smiles": "CC(C#N)(C#N)Cc1ccco1",
  "homo_ha": -0.3235
}

Record 4
{
  "formula": "C23H23IrN2O2S2",
  "method": "ωB97M-V with the def2-TZVPD basis set",
  "symbols": ["Ir", "C", "N", "C", "C", "C", "C", "C", "C", "C", "C", "H", "H", "H", "H", "H", "H", "H", "H", "H", "H", "H", "H", "C", "C", "C", "C", "C", "C", "C", "H", "H", "H", "H", "H", "H", "H", "O", "S", "O", "N", "C", "S", "C", "C", "C", "C", "C", "C", "H", "H", "H", "H"],
  "xyz": [[0.11, -0.14, 0.90], [2.89, 0.06, 0.65], [1.89, -0.74, -0.11], [2.04, -0.44, -1.54], [2.13, -2.19, 0.14], [1.59, -2.56, 1.49], [2.05, -3.67, 2.19], [1.48, -4.00, 3.41], [0.45, -3.22, 3.92], [0.00, -2.11, 3.22], [0.56, -1.75, 1.99], [3.90, -0.15, 0.27], [2.85, -0.21, 1.70], [2.67, 1.12, 0.51], [3.07, -0.66, -1.86], [1.84, 0.62, -1.71], [1.35, -1.04, -2.12], [3.20, -2.41, 0.03], [1.59, -2.73, -0.64], [2.86, -4.27, 1.79], [1.84, -4.86, 3.96], [0.00, -3.48, 4.87], [-0.81, -1.52, 3.64], [-1.44, -1.11, -0.06], [-1.09, -1.58, -1.43], [-0.68, -2.89, -1.66], [-0.33, -3.32, -2.93], [-0.39, -2.43, -4.00], [-0.83, -1.13, -3.79], [-1.18, -0.71, -2.52], [-1.74, -1.95, 0.57], [-2.27, -0.40, -0.10], [-0.63, -3.58, -0.82], [-0.01, -4.34, -3.09], [-0.12, -2.76, -4.99], [-0.89, -0.44, -4.62], [-1.50, 0.31, -2.36], [1.18, 3.41, -0.95], [-0.20, 3.05, -1.09], [-0.71, 2.76, -2.39], [-0.53, 1.81, -0.04], [-1.33, 2.19, 0.94], [-1.55, 1.02, 2.15], [-1.82, 3.57, 0.85], [-2.70, 4.25, 1.67], [-2.99, 5.58, 1.36], [-2.42, 6.20, 0.26], [-1.54, 5.52, -0.57], [-1.26, 4.21, -0.25], [-3.14, 3.76, 2.53], [-3.68, 6.13, 1.99], [-2.66, 7.23, 0.04], [-1.09, 5.99, -1.43]],
  "orbital_gap_ev": 7.3,
  "homo_ha": -0.2908
}

Record 5
{
  "formula": "CH2ClFO2",
  "method": "ωB97M-V with the def2-TZVPD basis set",
  "symbols": ["C", "O", "O", "F", "Cl", "H", "H"],
  "xyz": [[0.80, -0.06, -0.11], [0.22, 1.09, -0.11], [0.25, -1.10, -0.07], [-1.92, -0.19, 0.22], [2.59, 0.08, -0.09], [-0.73, 1.14, -0.24], [-1.22, -0.96, 0.41]],
  "orbital_gap_ev": 12.3,
  "smiles": "O=C(O)Cl.F",
  "homo_ha": -0.4352
}

Record 6
{
  "formula": "C6H14OSi",
  "method": "ωB97M-V with the def2-TZVPD basis set",
  "symbols": ["C", "C", "C", "C", "C", "C", "O", "Si", "H", "H", "H", "H", "H", "H", "H", "H", "H", "H", "H", "H", "H", "H"],
  "xyz": [[-1.17, -0.06, 1.74], [-1.37, -1.61, 1.54], [-0.60, 0.68, 0.48], [-0.10, -2.26, 1.26], [0.66, 1.57, -2.42], [0.99, 0.18, -1.94], [2.06, 1.05, 0.74], [1.04, 0.08, -0.05], [-2.16, 0.41, 2.10], [-0.46, 0.22, 2.63], [-1.81, -2.05, 2.39], [-2.19, -1.78, 0.72], [-1.29, 0.48, -0.28], [-0.77, 1.73, 0.71], [0.72, -2.33, 1.83], [-0.10, -3.02, 0.35], [1.07, 1.87, -3.44], [-0.43, 1.80, -2.36], [0.99, 2.36, -1.78], [1.99, -0.14, -2.42], [0.04, -0.47, -2.33], [2.89, 1.30, 0.53]],
  "orbital_gap_ev": [7.5, 7.3],
  "homo_ha": [-0.2689, -0.2563]
}

Record 7
{
  "formula": "C33H41ClNO4P",
  "method": "ωB97M-V with the def2-TZVPD basis set",
  "symbols": ["C", "C", "O", "C", "C", "O", "N", "C", "P", "O", "Cl", "C", "C", "C", "C", "O", "H", "H", "H", "H", "H", "H", "H", "H", "H", "H", "H", "H", "H", "H", "H", "H", "H", "C", "C", "C", "C", "C", "C", "H", "H", "H", "H", "H", "H", "C", "C", "C", "C", "C", "C", "H", "H", "H", "H", "H", "H", "C", "C", "C", "C", "C", "C", "H", "H", "H", "H", "H", "H", "C", "C", "C", "C", "C", "C", "H", "H", "H", "H", "H", "H"],
  "xyz": [[1.58, -2.36, -3.34], [1.95, -0.77, -3.55], [2.92, -0.25, -2.54], [3.07, 1.17, -2.90], [4.31, 2.05, -2.26], [5.51, 1.68, -1.78], [3.92, 3.55, -2.29], [2.63, 3.59, -3.08], [1.67, 5.21, -3.31], [1.35, 5.27, -5.06], [-0.30, 5.12, -2.47], [1.85, 2.24, -2.50], [1.49, 2.25, -0.90], [0.71, 0.92, -0.35], [-0.80, 0.86, -1.00], [0.63, 1.06, 1.14], [0.62, -2.63, -3.99], [1.36, -2.67, -2.22], [2.46, -2.99, -3.83], [0.92, -0.18, -3.54], [2.36, -0.67, -4.66], [3.36, 1.16, -4.05], [4.57, 4.16, -2.87], [3.01, 3.35, -4.18], [1.06, 4.33, -5.31], [0.94, 2.07, -3.23], [2.43, 2.45, -0.20], [0.75, 3.17, -0.70], [1.27, -0.10, -0.53], [-0.71, 1.17, -2.13], [-1.21, -0.23, -0.88], [-1.47, 1.68, -0.45], [1.30, 0.39, 1.52], [-0.73, 0.16, 5.35], [-0.27, 1.16, 4.49], [1.04, 1.64, 4.61], [1.88, 1.11, 5.59], [1.42, 0.11, 6.44], [0.12, -0.36, 6.33], [-1.75, -0.21, 5.26], [-0.92, 1.57, 3.73], [1.39, 2.42, 3.95], [2.90, 1.48, 5.68], [2.08, -0.30, 7.20], [-0.24, -1.14, 7.00], [-4.94, -2.69, -2.60], [-3.93, -2.01, -3.26], [-2.60, -2.24, -2.94], [-2.27, -3.17, -1.96], [-3.28, -3.86, -1.29], [-4.62, -3.62, -1.60], [-5.98, -2.51, -2.84], [-4.18, -1.29, -4.04], [-1.81, -1.70, -3.46], [-1.23, -3.36, -1.71], [-3.03, -4.59, -0.52], [-5.41, -4.16, -1.08], [4.25, -3.19, 9.45], [2.95, -2.73, 9.26], [2.29, -2.04, 10.28], [2.94, -1.81, 11.49], [4.24, -2.26, 11.68], [4.90, -2.96, 10.67], [4.76, -3.73, 8.66], [2.45, -2.91, 8.31], [1.27, -1.69, 10.13], [2.43, -1.27, 12.28], [4.75, -2.07, 12.63], [5.91, -3.32, 10.82], [-5.60, 2.26, -7.51], [-4.27, 2.01, -7.18], [-3.86, 0.71, -6.88], [-4.78, -0.34, -6.92], [-6.11, -0.08, -7.25], [-6.52, 1.22, -7.55], [-5.91, 3.27, -7.75], [-3.55, 2.82, -7.16], [-2.83, 0.51, -6.61], [-4.47, -1.35, -6.68], [-6.83, -0.90, -7.28], [-7.56, 1.42, -7.80]],
  "orbital_gap_ev": 9.0,
  "smiles": "CCO[C@@H]1C(=O)N[C@H](P(O)Cl)[C@@H]1C[C@H](C)O.c1ccccc1.c1ccccc1.c1ccccc1.c1ccccc1",
  "homo_ha": -0.3385
}

Record 8
{
  "formula": "C12H11F7N6O3TeV",
  "method": "ωB97M-V with the def2-TZVPD basis set",
  "symbols": ["V", "N", "N", "C", "N", "N", "N", "O", "O", "H", "H", "H", "H", "H", "F", "C", "C", "C", "C", "C", "F", "C", "C", "C", "C", "C", "C", "N", "H", "H", "H", "H", "H", "H", "F", "Te", "F", "F", "F", "F", "O"],
  "xyz": [[-0.03, -0.39, -0.02], [3.19, -0.65, -0.55], [3.42, -0.90, 0.81], [2.46, -0.66, 1.71], [2.75, -0.90, 2.99], [1.38, 0.13, 1.37], [0.20, -0.16, 1.92], [0.06, -1.09, 2.74], [-0.72, 0.63, 1.61], [2.81, -1.50, -0.97], [4.08, -0.45, -0.98], [4.05, -1.66, 1.04], [3.44, -1.63, 3.14], [1.98, -0.92, 3.64], [-5.11, -1.74, -1.44], [-4.17, -0.80, -1.29], [-2.90, -1.17, -0.89], [-1.93, -0.19, -0.77], [-2.24, 1.15, -1.05], [-3.55, 1.47, -1.41], [-3.89, 2.75, -1.68], [-4.53, 0.51, -1.54], [-1.11, 2.06, -1.01], [-1.14, 3.44, -1.19], [0.04, 4.15, -1.24], [1.25, 3.47, -1.12], [1.22, 2.11, -0.90], [0.08, 1.42, -0.82], [-2.68, -2.21, -0.69], [-5.53, 0.78, -1.83], [-2.09, 3.94, -1.27], [0.02, 5.22, -1.37], [2.19, 3.99, -1.19], [2.13, 1.55, -0.76], [2.24, -3.22, -0.44], [0.75, -2.79, 0.92], [0.12, -4.30, 0.00], [2.52, -3.47, 1.95], [0.20, -3.88, 2.44], [-1.22, -2.43, 1.01], [0.24, -1.68, -0.87]],
  "orbital_gap_ev": [7.1, 6.4],
  "s2": 0.770,
  "spin_multiplicity": 2,
  "homo_ha": [-0.3423, -0.3419]
}